Entry from the Open Molecules 2025 dataset: 16 unconnected molecules or ions with the total composition C9H50O16 in a non-equilibrium geometry (wB97M-V/def2-TZVPD).

Positions of all 75 atoms, in Å:
O -6.91169 -3.23867 0.78114
H -7.31635 -2.77717 0.04663
H -7.39567 -4.06217 0.84313
O 5.49164 5.27495 -1.40499
H 5.83219 5.35131 -0.51369
H 5.68077 4.37125 -1.65756
O -2.53035 -5.52888 6.83188
H -3.30831 -5.09165 6.48569
H -1.96103 -4.81462 7.11814
O -5.07468 1.27352 6.49393
H -4.47042 1.23209 7.23513
H -5.14761 0.36784 6.19283
O 1.37250 -5.84567 -0.08675
H 0.77384 -5.21337 -0.48429
H 0.85086 -6.27756 0.58970
O 6.41136 -2.38810 2.31465
H 6.01939 -2.36224 3.18753
H 6.23251 -3.27330 1.99739
O -6.28844 -3.06761 5.24334
H -7.01186 -3.22449 5.85021
H -6.65299 -3.26221 4.37994
O -0.44694 -1.73554 9.06161
H -0.94201 -0.95864 9.32153
H 0.08663 -1.94746 9.82753
O 3.76418 -2.58286 6.50801
H 4.10190 -2.05990 7.23511
H 2.81511 -2.58235 6.63253
O -6.10354 3.07247 -0.46466
H -5.35931 2.60986 -0.07952
H -5.84152 3.99311 -0.46162
O -1.74282 -3.02731 -2.05479
H -1.92941 -2.35207 -1.40251
H -2.00586 -2.63565 -2.88765
O -3.95772 5.88919 4.02642
H -4.25213 5.00231 4.23377
H -4.06592 5.96243 3.07817
O -1.92393 8.95494 -2.29766
H -0.98021 8.79809 -2.26582
H -2.04167 9.56297 -3.02749
C -0.78794 1.08344 -6.63958
C -2.16887 1.27801 -6.11581
C -2.77650 2.59789 -6.62279
O -3.01398 0.15769 -6.43154
H -0.40597 0.09971 -6.36671
H -0.10334 1.77452 -6.14782
H -0.73902 1.04356 -7.72775
H -2.14958 1.32093 -5.02683
H -3.86421 2.63052 -6.56011
H -2.40896 2.92590 -7.59511
H -2.50356 3.38820 -5.92350
H -2.68399 -0.25764 -7.23167
C 8.22078 -1.84709 -4.36189
C 6.82518 -1.35461 -3.99144
C 5.74888 -2.48194 -3.57162
O 6.93301 -0.61873 -2.74939
H 8.84221 -0.97457 -4.56348
H 8.20217 -2.56851 -5.17877
H 8.70265 -2.33345 -3.51375
H 6.37650 -0.73319 -4.76644
H 6.32755 -3.17543 -2.96144
H 5.26697 -2.93792 -4.43646
H 4.94528 -2.05232 -2.97350
H 6.99690 -1.26592 -2.04323
C 0.35652 0.22716 2.15492
C -0.67531 1.23296 1.60723
C -0.12738 2.07549 0.49830
O -1.81427 0.58198 1.06468
H 0.80163 -0.41275 1.39302
H 0.03442 -0.38143 2.99989
H 1.27489 0.72729 2.46246
H -1.09149 1.84872 2.40455
H -0.76853 2.86380 0.10385
H 0.11448 1.35769 -0.28551
H 0.67612 2.65906 0.94769
H -2.33345 0.11423 1.72290

As for the energy above the lowest of the compared OMol25 structures with the same formula, charge and spin: 2.735 eV. Its total charge is 0. The HOMO-LUMO gap is 9.95 eV. The spin multiplicity is 1.

***

Entry from the Open Molecules 2025 dataset: 21 unconnected molecules or ions with the total composition C9H56IN2O24S in a non-equilibrium geometry (wB97M-V/def2-TZVPD).

Positions of all 93 atoms, in Å:
N -3.69134 -0.55589 1.16357
C -3.18380 -0.50629 -0.13944
O -3.54936 0.35364 -0.91039
C -2.15491 -1.58544 -0.51970
C -0.85350 -0.81626 -0.82531
N -0.34797 -0.09568 0.37791
S 0.12038 1.51495 -0.17884
C 0.91888 -0.70077 0.90175
I 2.58123 0.02624 -0.36614
C 1.18000 -0.02940 2.30339
C 1.24414 -1.02706 3.47357
C 1.23351 -0.23015 4.81744
C 0.92185 -1.21830 5.94896
O 2.00930 -2.13754 6.13573
C 0.88906 -2.25148 0.98117
O -0.10963 -2.84463 1.39392
O 1.95389 -2.84057 0.61772
H -3.97487 0.37655 1.46964
H -2.93537 -0.81192 1.79931
H -2.06112 -2.23547 0.35743
H -2.53110 -2.14429 -1.39176
H -1.14224 -0.05179 -1.55622
H -0.10275 -1.44023 -1.33314
H -0.84658 2.43292 0.11260
H 2.06344 0.61421 2.26511
H 0.32945 0.63929 2.50263
H 0.33224 -1.63738 3.49179
H 2.14429 -1.65195 3.42908
H 2.16529 0.32144 4.97702
H 0.35606 0.43569 4.74714
H 0.01312 -1.80077 5.73693
H 0.73226 -0.66057 6.88221
H 1.69266 -3.01553 5.90896
O -0.67893 4.65249 -0.41038
H -0.04637 5.17406 0.09215
H -1.00634 5.26340 -1.07718
O 3.97611 0.52325 -3.72507
H 4.91626 0.57441 -3.52032
H 3.59713 0.05646 -2.96495
O 2.72491 3.34784 -2.60237
H 1.82280 3.02767 -2.72854
H 3.26068 2.55541 -2.74186
O 4.24669 0.34243 3.45006
H 4.29995 -0.26706 2.70405
H 5.14523 0.67135 3.55315
O 0.92211 1.43937 -4.06941
H 1.55413 1.81629 -4.69115
H 0.82137 0.52622 -4.36279
O 5.04380 -3.17846 -0.66360
H 4.13437 -2.85310 -0.73892
H 4.94232 -4.06316 -0.30198
O -3.81119 2.07985 2.89167
H -3.36277 2.48176 3.64707
H -4.67243 2.50865 2.87894
O -2.85754 4.54268 4.28436
H -2.22245 5.10162 4.74167
H -3.25608 5.12530 3.62362
O 5.38681 -0.50411 6.27908
H 4.47783 -0.78753 6.12364
H 5.90842 -1.29989 6.11908
O 0.23122 6.71286 -2.27236
H 0.30138 6.09036 -3.00428
H 1.12661 7.04973 -2.16567
O -4.86872 6.16092 2.60418
H -5.54675 6.63086 3.09994
H -5.03712 6.39561 1.68566
O -4.19172 -3.19977 -2.85208
H -4.86875 -2.71083 -2.37198
H -4.35639 -2.97459 -3.77342
O -1.00735 0.42475 -6.07834
H -1.02178 0.98259 -5.29112
H -1.26087 1.02378 -6.78726
O 7.68557 -1.11971 -1.08925
H 6.88868 -1.65198 -0.94694
H 8.19073 -1.23507 -0.27957
O -2.07898 -5.53854 -3.60901
H -2.59347 -4.87723 -3.12981
H -1.25948 -5.08539 -3.82939
O -6.84668 -2.80647 -3.58522
H -7.77372 -2.53500 -3.63592
H -6.87849 -3.68224 -3.18605
O 6.20003 -2.38279 4.28473
H 6.63518 -2.72170 3.49570
H 5.37312 -2.87718 4.32560
O 2.03961 -2.96512 -2.22209
H 1.89356 -2.88807 -1.25365
H 1.15792 -3.09685 -2.58184
O -9.56516 -2.99598 -4.51268
H -9.14029 -3.35139 -5.30160
H -10.35191 -3.53854 -4.39905
O -0.26747 3.10843 -7.24424
H 0.35704 2.86201 -7.93447
H 0.26445 3.59398 -6.60544

Its total charge is -1. The HOMO-LUMO gap is 6.69 eV. The spin multiplicity is 1.

***

Entry from the Open Molecules 2025 dataset: 20 unconnected molecules or ions with the total composition C9H56NO20 in a non-equilibrium geometry (wB97M-V/def2-TZVPD).

Positions of all 86 atoms, in Å:
C 0.16164 -1.26429 1.10831
C -0.34856 0.07049 0.55344
C 0.85667 0.97396 0.35734
C 1.69272 0.68338 -0.88947
C 0.81027 0.60379 -2.09068
C -0.33842 -0.39357 -1.92237
N -1.00834 -0.09866 -0.69728
O -2.28934 -0.62859 -0.61143
C 0.22497 -1.81315 -2.06817
C -1.30233 -0.13444 -3.03617
C -1.26332 0.73241 1.54669
H -0.66955 -1.90750 1.43810
H 0.73318 -1.15745 2.04284
H 0.67174 -1.88989 0.37900
H 1.50231 0.85660 1.24444
H 0.67532 2.05851 0.29718
H 2.15471 -0.30989 -0.79458
H 2.41830 1.49340 -1.02181
H 1.42255 0.23042 -2.92923
H 0.43107 1.58651 -2.37237
H 1.24092 -1.90321 -1.68543
H 0.32787 -2.05739 -3.13673
H -0.41459 -2.61164 -1.70167
H -1.68921 0.87613 -2.94720
H -2.21033 -0.72163 -2.89119
H -0.84991 -0.20083 -4.02475
H -0.68014 1.06391 2.42728
H -1.92737 0.01212 2.01626
H -1.74686 1.60518 1.12070
O 2.46059 -4.42868 -0.91334
H 2.96825 -4.94896 -1.54600
H 3.06606 -3.72834 -0.61386
O 1.49736 3.24543 2.94900
H 1.88743 2.75450 2.20614
H 2.23398 3.73182 3.33984
O -1.74627 5.43316 0.59422
H -1.39949 4.66724 0.09529
H -2.69364 5.26392 0.67552
O -0.27442 -4.96261 -0.77151
H 0.48902 -4.35946 -0.69143
H 0.04881 -5.79278 -0.40899
O 4.11582 1.89489 1.36440
H 4.07503 1.37909 0.54287
H 4.73474 2.61436 1.18255
O -3.47549 2.63001 3.21294
H -2.56171 2.64050 2.88171
H -3.65865 3.54871 3.44628
O -4.40555 0.05725 1.44448
H -3.56756 -0.18056 0.96945
H -4.52571 0.99234 1.24726
O 3.45891 -1.90592 -3.22867
H 3.29672 -1.10714 -3.74446
H 3.36954 -1.62095 -2.30852
O -0.93772 2.80765 -4.61230
H -1.13061 2.55331 -3.68610
H -0.34764 2.11615 -4.95441
O 0.55606 0.59827 -6.03054
H 1.17204 1.30330 -6.27719
H 1.11624 -0.14314 -5.76407
O -1.53662 3.37016 -1.68316
H -1.64419 2.46276 -1.28016
H -2.41136 3.77974 -1.63293
O 0.09480 -3.47192 4.02887
H -0.56226 -3.96578 3.52493
H -0.30128 -2.58421 4.14698
O 4.25149 -2.30429 -0.29381
H 4.47188 -1.36722 -0.23452
H 4.95087 -2.75447 0.20037
O 3.64593 -0.28304 3.13825
H 4.53114 -0.63602 3.00417
H 3.57656 0.47314 2.51811
O -0.69395 -0.82378 5.04258
H -1.45292 -0.25622 4.84711
H 0.01932 -0.22789 5.34823
O -1.92908 -3.35981 -4.01891
H -2.76441 -3.74337 -3.72790
H -2.02719 -2.41064 -3.85356
O 1.65673 0.93773 4.95205
H 1.32239 1.50146 4.22940
H 2.46334 0.52490 4.59941
O -4.54942 0.53291 -1.94141
H -4.48009 1.47070 -1.74334
H -3.75216 0.12004 -1.49813
O -3.86705 -0.24081 4.24064
H -3.51175 0.61143 4.52129
H -3.90883 -0.16349 3.25385

As for the energy above the lowest of the compared OMol25 structures with the same formula, charge and spin: 2.048 eV. Its total charge is -1. The HOMO-LUMO gap is 3.93 eV. The spin multiplicity is 1.

***

Entry from the Open Molecules 2025 dataset: a molecular structure, C9H58ClF3InO24S in a non-equilibrium geometry (wB97M-V/def2-TZVPD).

Positions of all 97 atoms, in Å:
C 4.24880 -0.59913 1.52014
C 3.78405 -0.42901 -0.02214
C 2.17332 -0.53389 -0.13431
O 1.76334 0.48370 -1.09536
C 0.36822 0.25707 -1.45838
In -1.08418 1.13813 0.08223
S -2.99499 2.07144 -1.31340
C -0.19191 2.91333 1.14952
C 0.77631 2.55057 2.35097
O 1.06949 1.42056 2.75502
Cl 1.55317 3.99112 3.25230
C -2.02164 -0.41529 1.42244
C -1.12321 -1.70304 1.71173
O -1.42113 -2.16580 3.06674
C -1.38059 -2.94284 0.73692
F -1.14917 -4.17722 1.44260
F -2.68050 -3.02898 0.19699
F -0.42501 -2.95304 -0.32118
H 3.58394 0.12464 2.12168
H 5.34777 -0.31260 1.64622
H 4.12418 -1.67136 1.89864
H 4.30321 -1.16199 -0.72409
H 4.06173 0.64434 -0.31989
H 1.71136 -0.29979 0.88180
H 1.89988 -1.59248 -0.49524
H 0.18301 0.85880 -2.42117
H 0.12372 -0.83243 -1.71630
H -3.44192 1.05493 -2.14798
H 0.42383 3.52062 0.39874
H -1.06391 3.51560 1.59915
H -2.24567 0.07474 2.43776
H -3.04002 -0.68686 0.96570
H -0.01507 -1.45074 1.67775
H -0.58670 -2.04573 3.56615
O 6.93565 -0.32243 -0.20271
H 7.35453 0.52564 -0.01452
H 6.93599 -0.37423 -1.16795
O 4.46173 5.10886 4.50034
H 4.31954 5.98516 4.88055
H 3.56947 4.75953 4.37781
O -0.78922 -0.97869 5.58882
H -1.49617 -1.22161 6.19696
H -0.59066 -0.06224 5.81615
O 0.03130 6.24672 5.23002
H -0.58928 5.71187 5.73826
H 0.34366 5.64913 4.53678
O -2.69421 1.37373 -4.43954
H -2.84500 2.25037 -4.06012
H -3.58307 1.01795 -4.56516
O -1.97059 -1.35959 -4.07608
H -2.27534 -0.50755 -4.42194
H -2.59290 -1.99895 -4.44389
O -4.39098 -4.23132 -1.88828
H -4.21592 -3.60881 -1.17110
H -3.51567 -4.55703 -2.13340
O 3.48426 3.32459 0.10856
H 2.86775 3.97990 0.45669
H 2.92060 2.57165 -0.12418
O 5.48090 0.04887 -2.75330
H 5.17147 0.89563 -3.09692
H 4.85771 -0.59228 -3.11584
O -6.08810 -3.60744 -4.60050
H -5.69369 -3.89370 -3.76347
H -6.47274 -2.74677 -4.39478
O 0.70877 0.17682 7.64338
H 0.88991 0.79877 8.35855
H 1.58065 -0.15301 7.39305
O -1.99883 -7.11498 0.08239
H -2.71057 -7.35984 0.68863
H -1.80385 -6.19649 0.30904
O 0.19588 1.07217 -5.64070
H -0.59803 0.65302 -5.28238
H 0.04136 1.08928 -6.59362
O 2.27679 8.27197 4.86146
H 1.48005 7.85959 5.22377
H 2.11706 8.29449 3.91052
O -9.05802 -4.43238 -5.23732
H -8.15847 -4.53650 -4.89495
H -9.08246 -5.01037 -6.00837
O 0.72364 1.84095 -8.50605
H 1.14474 2.68859 -8.31454
H 0.73382 1.78705 -9.46977
O 1.76822 -3.49868 2.45203
H 2.41364 -3.95083 1.89580
H 0.96787 -4.03291 2.36332
O 4.79753 9.78064 5.75181
H 4.65830 10.65485 6.13336
H 3.90293 9.43306 5.62851
O -4.93740 -6.75619 0.49751
H -4.51717 -5.90999 0.68776
H -4.92868 -6.80914 -0.46630
O 2.77266 -0.27515 -9.81564
H 2.14656 0.37538 -9.47210
H 2.22051 -1.03042 -10.04981
O -5.49628 -4.27545 2.67849
H -4.97057 -4.39026 3.47936
H -4.84530 -4.04840 2.00378

Its total charge is -1. The HOMO-LUMO gap is 6.66 eV. The spin multiplicity is 1.

***

Entry from the Open Molecules 2025 dataset: a single C9H5Cl2N3O3 molecule in a non-equilibrium geometry (wB97M-V/def2-TZVPD).

Positions of all 22 atoms, in Å:
C -0.61824 -1.22257 -1.63281
N 0.00669 -1.50089 -0.27854
O 1.28142 -2.08006 -0.62902
C 0.16132 -0.32670 0.58452
C 0.78849 -0.88560 1.80437
N 1.26734 -1.34254 2.76846
C -1.28284 0.04508 0.86582
O -2.05744 -0.86926 1.11621
C -1.70922 1.41335 0.58488
Cl -3.28767 1.80462 1.07593
C -0.90828 2.32935 -0.04402
Cl -1.41624 3.92856 -0.30087
C 0.51990 2.04176 -0.36134
O 1.30764 2.91185 -0.73440
C 1.01332 0.72966 0.01565
C 2.39303 0.56016 0.16884
N 3.54860 0.46080 0.34941
H -1.68885 -1.40568 -1.57158
H -0.39139 -0.18083 -1.85223
H -0.12343 -1.86631 -2.35341
H -0.53079 -2.21953 0.21375
H 1.72664 -2.32521 0.21037

As for the energy above the lowest of the compared OMol25 structures with the same formula, charge and spin: 0.726 eV. Its total charge is 0. The HOMO-LUMO gap is 6.50 eV. The spin multiplicity is 1.

***

Entry from the Open Molecules 2025 dataset: a molecular structure, C9H5N5PdS5 in a non-equilibrium geometry (wB97M-V/def2-TZVPD).

Positions of all 25 atoms, in Å:
Pd -1.16638 -0.21777 0.09186
S -2.06396 5.39916 4.41677
C -1.90896 4.15430 3.44027
S -1.88732 4.28233 1.66699
C -1.74313 2.62829 1.32444
C -1.66500 1.73012 2.50004
S -1.54791 0.08425 2.30156
S -1.74599 2.47616 4.01727
S -1.70373 2.02108 -0.21969
N -0.31527 -0.71412 -3.96277
C -1.23455 -0.34884 -3.07678
N -0.74073 -0.59212 -1.86954
C 0.49885 -1.12009 -2.10075
N 0.78696 -1.20029 -3.36861
C 1.28963 -1.54813 -0.95359
C 2.55692 -2.09921 -1.05467
N 3.24152 -2.46364 0.02290
C 2.66718 -2.28428 1.19776
C 1.39060 -1.73733 1.32320
N 0.70312 -1.37062 0.24864
H -0.36939 -0.68084 -4.97247
H -2.20826 0.04354 -3.31945
H 3.01878 -2.24475 -2.02377
H 3.22064 -2.58478 2.07869
H 0.92636 -1.61243 2.29168

As for the energy above the lowest of the compared OMol25 structures with the same formula, charge and spin: 0.000 eV. Its total charge is +2. The HOMO-LUMO gap is 6.16 eV. The spin multiplicity is 1.

***

Entry from the Open Molecules 2025 dataset: a single C9H5NO molecule in a non-equilibrium geometry (wB97M-V/def2-TZVPD).

Positions of all 16 atoms, in Å:
N 4.16618 -0.72516 0.56830
C 3.06917 -0.34934 -0.11544
C 1.64093 0.07871 -0.37858
C 1.30370 1.46263 -0.18715
C -0.02236 1.87131 -0.07989
C -0.97455 0.76373 0.05775
O -2.37263 0.71166 0.33611
C -2.85409 -0.62468 0.13044
C -1.72952 -1.40014 -0.19719
C -0.58498 -0.60867 -0.13320
C 0.72545 -0.88718 -0.21970
H 2.17730 2.04582 -0.12090
H -0.00616 2.96808 0.13589
H -3.86875 -0.91614 0.48143
H -1.84808 -2.51486 -0.19925
H 1.17839 -1.87574 -0.07862

As for the energy above the lowest of the compared OMol25 structures with the same formula, charge and spin: 2.581 eV. Its total charge is 0. The HOMO-LUMO gap is 9.23 eV. The spin multiplicity is 1.

***

Entry from the Open Molecules 2025 dataset: a single C9H5NO2 molecule in a non-equilibrium geometry (wB97M-V/def2-TZVPD).

Positions of all 17 atoms, in Å:
O 1.34216 -2.53474 -0.32559
C 1.15124 -1.28963 -0.05794
C 2.36677 -0.39087 0.19248
C 2.14814 0.89590 0.06232
C 0.77265 1.63524 -0.21337
O 0.76015 2.84322 -0.13797
C -0.37374 0.79556 -0.15518
C -1.60962 1.29362 -0.06346
N -2.60961 0.51465 0.07068
C -2.47513 -0.85085 -0.00874
C -1.24013 -1.47191 0.06048
C -0.16488 -0.58760 -0.09824
H 3.30350 -0.88199 0.62577
H 3.11305 1.54364 0.15086
H -1.92337 2.37669 -0.17769
H -3.47976 -1.40314 0.06492
H -1.08139 -2.48780 0.01066

As for the energy above the lowest of the compared OMol25 structures with the same formula, charge and spin: 1.565 eV. Its total charge is 0. The HOMO-LUMO gap is 8.37 eV. The spin multiplicity is 1.